DFT (ωB97M-V/def2-TZVPD) results for a 2-piece molecular cluster, C3H10N2O overall.

The geometry in XYZ format:
```
16
Properties=species:S:1:pos:R:3
C -1.99 -0.60 -0.58
C -1.32 -0.06 0.64
C -0.61 1.08 0.66
O -0.20 1.71 -0.48
H -1.40 -1.44 -0.99
H -2.98 -0.99 -0.34
H -2.11 0.14 -1.38
H -1.64 -0.48 1.59
H -0.21 1.51 1.57
H 0.24 2.55 -0.23
N 2.77 -0.29 -0.08
N 1.68 -1.21 -0.26
H 2.46 0.68 -0.16
H 3.21 -0.41 0.83
H 1.27 -1.09 -1.19
H 0.83 -1.10 0.38
```

## Properties
SMILES string: C/C=C\O.NN
Strongest force on any atom, Eh/bohr: 0.036
Relative energy (zero: lowest compared OMol25 entry of this formula, charge and spin), kJ/mol: 261.1
Frontier orbital gap, eV: 8.94
Net charge: 0
Electronic energy, Eh: -304.97519